1.
Entry from the Open Molecules 2025 dataset: C28H44F18N11O24S10 as an isolated structure in a non-equilibrium geometry (ωB97M-V/def2-TZVPD).

Structure (XYZ):
```
135
C28H44F18N11O24S10 (ωB97M-V/def2-TZVPD)
C -4.67685 -1.37540 -0.37386
C -4.58960 -1.42215 -1.83516
N -5.78149 -0.76537 -2.50147
C -6.21129 0.53285 -2.20287
C -7.27812 0.76077 -2.91708
N -7.49551 -0.34851 -3.70095
C -6.55803 -1.24788 -3.44146
C -8.61422 -0.40497 -4.79783
H -5.57669 -1.86207 -0.01915
H -4.55120 -0.34865 -0.01813
H -3.88212 -2.01186 -0.00392
H -4.56247 -2.43328 -2.23810
H -3.67553 -1.00042 -2.25304
H -5.85552 1.27929 -1.45943
H -7.89954 1.61164 -2.82612
H -6.53299 -2.24158 -3.79512
H -9.50550 -0.00823 -4.27397
H -8.78989 -1.44639 -5.04852
H -8.23684 0.21549 -5.59519
C -0.29223 0.61005 0.60849
C -1.02072 -0.03348 -0.54759
N -0.29507 -1.01104 -1.37882
C -0.07454 -2.33638 -1.03076
C 0.84183 -2.89037 -1.83830
N 1.16144 -1.87802 -2.74987
C 0.48502 -0.78062 -2.42382
C 2.20623 -1.94971 -3.79213
H 0.50547 1.26247 0.32130
H 0.18612 -0.22492 1.29065
H -1.01980 1.19629 1.18910
H -1.50495 0.62604 -1.29041
H -1.83697 -0.58472 -0.12937
H -0.47986 -2.86404 -0.18971
H 1.25608 -3.87560 -1.79102
H 0.68133 0.14925 -2.91235
H 3.07276 -2.41906 -3.48489
H 2.43149 -0.90193 -4.10089
H 1.83677 -2.54185 -4.58666
C -0.31117 -1.18157 6.79223
C 0.89203 -0.80693 5.88436
N 1.43755 -2.04004 5.17067
C 0.97383 -2.46469 3.92249
C 1.70508 -3.61407 3.67728
N 2.52541 -3.89565 4.75380
C 2.35756 -2.92093 5.63522
C 3.47081 -5.01161 4.69015
H -1.16579 -1.35904 6.17624
H -0.48264 -0.33067 7.45495
H -0.01115 -2.05987 7.50738
H 1.72114 -0.32536 6.32966
H 0.56427 -0.06043 5.20524
H 0.22748 -1.84288 3.40789
H 1.69340 -4.22903 2.81228
H 2.81988 -2.79795 6.55059
H 4.48932 -4.60564 4.94664
H 3.41430 -5.35574 3.68926
H 3.24026 -5.77839 5.40676
C 1.94107 5.27793 -4.62809
C 3.29859 5.20929 -3.91722
N 3.07149 4.73170 -2.44459
C 1.87233 4.71724 -1.78698
C 2.03688 4.17993 -0.56371
N 3.41499 3.91692 -0.46841
C 4.01055 4.34101 -1.57442
C 4.05290 3.19643 0.70810
H 1.19258 5.96587 -4.23993
H 1.46630 4.30432 -4.42298
H 2.15315 5.48586 -5.64487
H 3.90665 6.15116 -3.80389
H 3.88368 4.43223 -4.37821
H 0.94411 4.76099 -2.31558
H 1.34382 3.84119 0.24418
H 5.04553 4.19753 -1.82752
H 4.01963 3.83960 1.55539
H 5.16671 3.03204 0.51259
H 3.52578 2.26296 0.80980
N 4.85924 2.65237 -5.34046
S 5.28215 1.51434 -4.25953
O 4.51630 0.29295 -4.34562
O 5.34204 2.30547 -3.05031
F 6.71135 1.04598 -4.78302
S 4.76230 2.29312 -6.88275
O 4.27051 0.96684 -7.25189
O 5.78088 2.92521 -7.70581
F 3.50852 3.19458 -7.12345
N -5.02885 3.40613 -0.63160
S -5.36419 4.51093 -1.72860
O -4.90498 5.79614 -1.39983
O -6.70594 4.24426 -2.16984
F -4.38172 4.05926 -2.91732
S -3.57100 2.87617 -0.45915
O -2.48864 3.75937 -0.66216
O -3.47777 1.62398 -1.12828
F -3.63149 2.38257 0.98206
N 4.08372 6.55301 1.19002
S 3.42109 6.98225 2.55539
O 2.68141 5.78807 3.08752
O 2.83823 8.30399 2.55739
F 4.81460 7.17649 3.53990
S 5.25957 7.26795 0.33956
O 5.56360 8.62915 0.66175
O 5.22397 6.86721 -1.00921
F 6.44450 6.35178 0.88946
C 4.02191 -2.39552 11.03119
F 4.55388 -3.42941 11.74035
F 2.71902 -2.20638 11.35563
F 4.65133 -1.28066 11.40776
S 4.35771 -2.71494 9.22175
O 3.66179 -1.68933 8.52013
O 5.75114 -2.62827 9.13624
O 3.80200 -4.03813 9.19113
C -4.82994 -1.70897 3.95137
F -5.23785 -1.14334 2.83134
F -4.97211 -0.77913 4.91470
F -5.74631 -2.68651 4.21979
S -3.06177 -2.37595 3.88444
O -2.19940 -1.21198 4.05734
O -3.08816 -3.31661 4.99463
O -3.01863 -2.91278 2.53564
C -5.19646 -3.36718 -5.87036
F -4.37822 -3.89375 -6.80296
F -4.80840 -3.93032 -4.70530
F -4.96028 -2.03006 -5.69546
S -6.89352 -3.69878 -6.45385
O -6.82059 -5.16424 -6.53977
O -7.66405 -3.15638 -5.32191
O -6.90633 -2.91813 -7.61758
C 3.90467 -6.75488 -0.28863
F 3.82356 -7.83532 0.52310
F 5.13429 -6.20271 -0.09426
F 3.87059 -7.26978 -1.55210
S 2.61934 -5.47232 0.15298
O 3.15341 -4.31274 -0.47902
O 1.42438 -5.92066 -0.49352
O 2.74827 -5.52379 1.60271
```

Net charge = -3
HOMO level = -4.7 eV
Orbital gap = 8.87 eV
Molar mass = 1581.35 g mol⁻¹
Energy = -252551.650 eV

2.
Entry from the Open Molecules 2025 dataset: one molecule with the formula C21H32N4O3 (ωB97M-V/def2-TZVPD).

Structure (XYZ):
```
60
C21H32N4O3 (ωB97M-V/def2-TZVPD)
C -3.82176 -2.64343 -0.38587
C -4.37213 -1.30544 -0.86791
C -4.44594 -0.21624 0.22016
N -3.26534 0.57544 0.48957
C -2.14998 -0.10203 1.11125
C -1.19355 0.94762 1.67623
N -0.70128 1.79727 0.60037
C 0.28352 2.76690 1.07159
C 1.16554 3.30891 -0.05759
C 2.09933 2.23705 -0.61325
N 1.33922 1.11418 -1.10882
C 1.68905 0.40996 -2.19412
O 2.66425 0.65536 -2.87923
C 0.78296 -0.78665 -2.46509
C 1.42212 -2.05878 -1.89399
N 1.59605 -1.97552 -0.45316
C 0.58884 -2.45259 0.31926
O -0.42082 -2.95208 -0.13723
C 0.83298 -2.35547 1.81714
O 1.47064 -1.15831 2.19737
C 2.59279 -0.88841 1.45643
C 3.61019 -0.15589 2.04645
C 4.76167 0.12808 1.33401
C 4.89581 -0.33622 0.03799
C 3.87503 -1.05192 -0.56265
C 2.69909 -1.32088 0.12750
C -1.82985 2.43677 -0.05989
C -2.78622 1.38108 -0.60863
H -4.34799 -2.96807 0.50984
H -3.96536 -3.39990 -1.15489
H -2.76009 -2.59643 -0.16503
H -5.38872 -1.46360 -1.23710
H -3.77733 -0.94189 -1.70770
H -5.22589 0.49975 -0.06155
H -4.74644 -0.67640 1.16607
H -2.52267 -0.72920 1.92298
H -1.60061 -0.73813 0.39887
H -0.34138 0.45414 2.14923
H -1.72671 1.54152 2.43679
H -0.21021 3.60731 1.58826
H 0.92684 2.26052 1.79672
H 1.76804 4.12849 0.33640
H 0.54749 3.70607 -0.86300
H 2.70549 2.62503 -1.43664
H 2.77907 1.89542 0.17858
H 0.47786 0.94537 -0.58681
H 0.67538 -0.91081 -3.54267
H -0.20062 -0.64151 -2.01724
H 2.38246 -2.24309 -2.37316
H 0.76081 -2.90965 -2.07811
H -0.12380 -2.38827 2.34090
H 1.43709 -3.22530 2.12472
H 3.47710 0.17891 3.06310
H 5.55103 0.70093 1.79505
H 5.79402 -0.13173 -0.52244
H 4.00277 -1.37188 -1.58235
H -1.46312 3.05279 -0.88282
H -2.37987 3.08260 0.64522
H -3.63480 1.87395 -1.08809
H -2.25205 0.78430 -1.37098
```

HOMO level = -8.4 eV
SMILES = CCCN1CCN(CCCNC(=O)CCN2C(=O)COc3ccccc32)CC1
ΔE to the lowest compared entry with this formula, charge and spin = 1.696 eV
Orbital gap = 9.17 eV
Molar mass = 388.51 g mol⁻¹
Energy = -34400.366 eV

3.
Entry from the Open Molecules 2025 dataset: a 2-piece molecular cluster, CH3ClNO3S overall in a non-equilibrium geometry (ωB97M-V/def2-TZVPD).

Structure (XYZ):
```
10
CH3ClNO3S (ωB97M-V/def2-TZVPD)
C 0.42518 0.89482 -1.06941
N -0.91488 0.30262 -0.97672
O -0.00652 0.11368 1.78853
O -1.79677 1.05057 -0.60332
O -1.35683 -1.96908 1.50933
S -0.28642 -1.12118 1.00187
Cl 1.69665 -2.26802 1.43361
H 0.84358 0.60146 -2.01459
H 0.37713 1.92617 -0.88542
H 1.01888 0.46897 -0.18388
```

Net charge = -1
Expectation value of S² = 2.01
Multiplicity = 3
HOMO level (spin up / spin down) = -4.0 / -4.6 eV
Orbital gap (spin up / spin down) = 7.93 / 6.95 eV
Molar mass = 144.56 g mol⁻¹
Energy = -32074.392 eV

4.
Entry from the Open Molecules 2025 dataset: an isolated ion of composition C8H12N and charge +1 in a non-equilibrium geometry (ωB97M-V/def2-TZVPD).

Structure (XYZ):
```
21
C8H12N (ωB97M-V/def2-TZVPD)
C 0.77887 1.63703 1.37120
C -0.47491 1.13374 1.17889
C -0.52467 -0.02557 0.29475
C -0.70337 -1.36513 1.05675
C 0.68737 -2.03880 0.92304
C 1.04255 -1.49099 -0.43552
N 0.45106 -0.36941 -0.66254
C -0.57918 0.18375 -1.54067
C -0.53869 1.70230 -2.01714
H 0.99926 2.46111 2.07374
H 1.59240 1.25696 0.67356
H -1.29239 1.51314 1.82414
H -1.42493 -1.96041 0.39094
H -1.02563 -1.29008 2.10721
H 0.65455 -3.15203 0.85062
H 1.31206 -1.63004 1.78946
H 1.72688 -1.88494 -1.24420
H -0.87999 -0.49905 -2.28740
H -1.60956 1.91619 -1.78856
H -0.34580 1.56917 -3.04346
H 0.15412 2.33306 -1.51481
```

Net charge = +1
HOMO level = -13.5 eV
SMILES = C=C[C@]12CCC=[N+]1[C@@H]2C
ΔE to the lowest compared entry with this formula, charge and spin = 2.153 eV
Orbital gap = 8.70 eV
Molar mass = 122.19 g mol⁻¹
Energy = -9969.590 eV

5.
Entry from the Open Molecules 2025 dataset: one molecule with the formula C6H9N in a non-equilibrium geometry (ωB97M-V/def2-TZVPD).

Structure (XYZ):
```
16
C6H9N (ωB97M-V/def2-TZVPD)
H 0.28366 2.86601 -0.17721
N -0.51595 2.25331 -0.02193
C -0.29112 1.04388 -0.15475
C -1.33052 -0.34177 -0.02157
C -2.58735 -0.49965 0.30740
C -0.12098 -1.15951 -0.40154
C 0.81738 0.06647 -0.50311
C 1.99994 0.05499 0.45920
H -3.05060 -1.47367 0.35721
H -3.20873 0.34823 0.53962
H 0.17592 -1.86843 0.37320
H -0.24333 -1.70442 -1.33715
H 1.18822 0.25679 -1.51388
H 2.42049 1.05192 0.56894
H 2.77792 -0.60683 0.08258
H 1.68504 -0.28731 1.44298
```

HOMO level = -9.2 eV
SMILES = [H]/N=C1/C(=C)C[C@@H]1C
ΔE to the lowest compared entry with this formula, charge and spin = 2.297 eV
Orbital gap = 10.13 eV
Molar mass = 95.14 g mol⁻¹
Energy = -7855.863 eV

6.
Entry from the Open Molecules 2025 dataset: an isolated ion of composition C3H8ClN2 and charge +1 in a non-equilibrium geometry (ωB97M-V/def2-TZVPD).

Structure (XYZ):
```
14
C3H8ClN2 (ωB97M-V/def2-TZVPD)
C -1.20899 0.81535 -0.95278
N -0.14120 0.10783 -0.17688
C 0.12185 -1.24337 -0.52079
C 0.32506 0.57013 0.97389
N 1.15734 -0.18423 1.63964
Cl 0.00162 2.17966 1.41529
H -1.94048 0.12972 -1.22024
H -0.81553 1.16175 -1.89519
H -1.57943 1.67455 -0.42890
H -0.28357 -1.25486 -1.49692
H -0.12316 -2.06867 0.15262
H 1.16723 -1.23162 -0.94254
H 1.58870 -0.95752 1.14723
H 1.73056 0.30128 2.30557
```

Net charge = +1
HOMO level = -15.1 eV
SMILES = C[N+](C)=C(N)Cl
ΔE to the lowest compared entry with this formula, charge and spin = 0.446 eV
Orbital gap = 11.37 eV
Molar mass = 107.56 g mol⁻¹
Energy = -18736.293 eV